Model one:
{"formula": "C2H5N", "method": "ωB97M-V with the def2-TZVPD basis set", "orbital_gap_ha": [0.33663, 0.32712], "charge": 0, "multiplicity": 1, "species": ["C", "C", "N", "H", "H", "H", "H", "H"], "xyz": [[0.6315, -0.5482, -0.0628], [-0.0804, 0.5091, -0.7560], [0.2347, -1.7639, -0.1275], [1.5437, -0.1936, 0.4559], [-1.5852, 0.7092, 1.3977], [-0.8675, 0.3690, -1.5250], [0.2610, 1.5723, -0.7700], [0.7794, -2.4744, 0.3252]], "nbo_charge": [-0.01, -0.30, -0.59, 0.16, 0.00, 0.20, 0.19, 0.34]}

=====

Model two:
{"formula": "C2H5N", "method": "ωB97M-V with the def2-TZVPD basis set", "orbital_gap_ha": 0.39586, "charge": 0, "smiles": "C1CN1", "multiplicity": 1, "species": ["C", "C", "N", "H", "H", "H", "H", "H"], "xyz": [[-0.3138, 0.5722, 0.4038], [0.4422, -0.6085, 0.0545], [0.0971, 0.3657, -0.9611], [-1.3211, 0.5036, 0.5699], [0.3049, 1.2938, 0.9249], [0.0701, -1.6469, 0.1565], [1.4470, -0.5810, 0.3692], [-0.7264, 0.1010, -1.5177]], "nbo_charge": [-0.26, -0.27, -0.58, 0.19, 0.19, 0.19, 0.19, 0.35]}

=====

Model three:
{"formula": "C2H5N", "method": "ωB97M-V with the def2-TZVPD basis set", "orbital_gap_ha": 0.41224, "charge": 0, "smiles": "[H]/N=C/C", "multiplicity": 1, "species": ["H", "N", "C", "C", "H", "H", "H", "H"], "xyz": [[2.2456, -0.3125, -0.0110], [1.4725, 0.3226, -0.1072], [0.4046, -0.3473, 0.0290], [-0.9225, 0.3864, -0.0609], [0.4771, -1.3450, 0.3519], [-1.4267, -0.1566, 0.7318], [-1.4408, 0.0481, -0.8620], [-0.8099, 1.4042, -0.0716]], "nbo_charge": [0.32, -0.62, 0.14, -0.66, 0.15, 0.22, 0.22, 0.23]}

=====

It is model three that is most stable; the runner-up trails by 0.0202 hartree.

=====

Model one:
{"formula": "C3HFO2Sr", "method": "ωB97M-V with the def2-TZVPD basis set", "orbital_gap_ha": [0.09822, 0.09926], "charge": 0, "multiplicity": 1, "species": ["F", "O", "O", "C", "C", "C", "H", "Sr"], "xyz": [[0.4097, -1.0546, 1.2525], [-1.0602, 0.3255, 0.1519], [0.1128, 0.0139, -1.7309], [0.0589, 0.3678, 0.9999], [0.7741, 1.4074, 1.3226], [-0.9660, -0.1198, -1.1019], [1.6985, 1.1230, 1.8487], [-1.0278, -2.0633, -2.7429]], "nbo_charge": [-0.47, -0.54, -0.79, 0.37, -0.60, 0.26, 0.16, 1.61]}

=====

Model two:
{"formula": "C3HFO2Sr", "method": "ωB97M-V with the def2-TZVPD basis set", "orbital_gap_ha": [0.28048, 0.16573], "charge": 0, "multiplicity": 1, "species": ["C", "C", "O", "C", "O", "F", "H", "Sr"], "xyz": [[0.9755, -0.8674, 0.0086], [1.3953, -0.0348, 0.9896], [0.5710, 0.9159, 1.6254], [-0.6865, 1.1981, 1.3711], [-0.1744, -0.9493, -0.5418], [1.7385, -1.9856, -0.1603], [2.3442, -0.1741, 1.4978], [-1.4792, 0.8533, -0.9187]], "nbo_charge": [0.68, -0.18, -0.48, -0.11, -0.90, -0.34, 0.21, 1.13]}

=====

It is model two that is most stable; the runner-up trails by 0.0524 hartree.

=====

Model one:
{"formula": "C4H9N2O", "method": "ωB97M-V with the def2-TZVPD basis set", "orbital_gap_ha": 0.38336, "charge": 1, "smiles": "CCN(C=[NH2+])C=O", "multiplicity": 1, "species": ["C", "C", "N", "C", "N", "C", "O", "H", "H", "H", "H", "H", "H", "H", "H", "H"], "xyz": [[1.6079, -0.9353, -0.1033], [0.4019, -0.5509, -0.9040], [-0.8060, 0.0012, -0.2487], [-0.7445, 1.0827, 0.6585], [0.3747, 1.7248, 0.9651], [-2.0820, -0.7263, -0.3374], [-3.1174, -0.2589, 0.0458], [1.9904, -0.0618, 0.5996], [1.4282, -1.7604, 0.4198], [2.4424, -1.0470, -0.7082], [0.6591, 0.4290, -1.4627], [-0.0425, -1.3860, -1.5002], [-1.6883, 1.2665, 1.1614], [0.2862, 2.4602, 1.7751], [1.2152, 1.3493, 0.6616], [-1.9251, -1.5870, -1.0225]], "nbo_charge": [-0.59, -0.23, -0.43, 0.42, -0.69, 0.56, -0.46, 0.17, 0.23, 0.26, 0.22, 0.24, 0.26, 0.47, 0.42, 0.16]}

=====

Model two:
{"formula": "C4H9N2O", "method": "ωB97M-V with the def2-TZVPD basis set", "orbital_gap_ha": 0.40480, "charge": 1, "multiplicity": 1, "species": ["C", "C", "C", "N", "C", "N", "H", "H", "H", "H", "H", "H", "H", "H", "H", "O"], "xyz": [[0.4565, 2.5456, 1.1936], [0.1482, 1.1953, 0.6997], [-0.9826, 0.7154, 0.1146], [-0.6777, -0.5400, -0.3448], [0.5554, -0.8741, 0.0016], [1.0798, 0.1875, 0.6148], [0.6553, 3.1563, 0.3181], [-0.4468, 2.9407, 1.6559], [1.2898, 2.5981, 1.8786], [-1.8946, 1.2251, -0.0916], [-1.2480, -1.2601, -0.7756], [1.1164, -1.7242, -0.3512], [2.0546, 0.3316, 0.8301], [0.0452, -3.6677, -2.1258], [-1.4842, -3.4667, -2.0639], [-0.6673, -3.3629, -1.5542]], "nbo_charge": [-0.66, 0.17, -0.07, -0.44, 0.25, -0.46, 0.25, 0.26, 0.25, 0.26, 0.47, 0.26, 0.45, 0.49, 0.49, -0.97]}

=====

It is model two that is most stable; the runner-up trails by 0.0811 hartree.